Entry 1:
The following is a quantum chemistry calculation of C3H7N3O in the gas phase, from OMol25.

```
14
Properties=species:S:1:pos:R:3:mulliken_charge:R:1
H -4.09016 -0.45676 -0.56112 0.261
N -3.34733 -0.39681 0.13109 -0.654
C -2.24417 -0.13465 -0.44069 0.021
N -1.08979 -0.00565 0.31076 -0.263
C 0.16681 0.10758 -0.27954 0.647
O 0.31038 0.19020 -1.48805 -0.639
N 1.19816 0.10639 0.61421 -0.214
C 2.57553 0.15814 0.17529 -0.790
H -2.06285 0.01194 -1.50739 0.328
H -1.19677 -0.18058 1.30062 0.259
H 1.00307 0.10253 1.60233 0.195
H 2.57657 0.03676 -0.90871 0.300
H 3.15300 -0.65461 0.62792 0.284
H 3.04754 1.11551 0.42328 0.266
```

Output
- Frontier orbital gap: 10.389 eV
- ΔE to the lowest compared entry with this formula, charge and spin: 2.32 kcal per mole
- LUMO energy: 0.02892 hartree
- Structure (SMILES): [H]/N=C/NC(=O)NC
- Max |F|: 0.40 eV Å⁻¹
- DFT total energy: -358.0462 Eh
- E_HOMO: -9.6 eV

***

Entry 2:
The following is a quantum chemistry calculation of C3H7N3O in the gas phase, from OMol25.

```
14
Properties=species:S:1:pos:R:3:mulliken_charge:R:1
C -2.62190 -0.74362 -0.80991 -0.787
N -1.08338 -0.89334 -0.60425 -0.243
C -0.19712 0.30707 -0.44849 0.502
O -0.44542 1.32711 -1.02801 -0.499
N 0.87072 0.11189 0.38695 -0.241
C 1.79265 1.13188 0.65102 0.014
N 2.79691 0.88608 1.37855 -0.614
H -2.66885 0.01513 -1.60743 0.190
H -2.93288 -0.21840 0.10913 0.135
H -0.77068 -1.40213 -1.43207 0.315
H -0.96489 -1.53389 0.18126 0.341
H 1.08229 -0.78589 0.80535 0.263
H 1.51981 2.07308 0.16911 0.349
H 3.36961 1.72093 1.48348 0.278
```

Output
- Frontier orbital gap: 7.269 eV
- ΔE to the lowest compared entry with this formula, charge and spin: 87.08 kcal per mole
- LUMO energy: 0.00934 hartree
- Max |F|: 0.65 eV Å⁻¹
- DFT total energy: -357.9111 Eh
- E_HOMO: -7.0 eV

***

Entry 3:
The following is a quantum chemistry calculation of C3H7N3O in the gas phase in a non-equilibrium geometry, from OMol25.

```
14
Properties=species:S:1:pos:R:3:mulliken_charge:R:1
C -1.71641 0.69689 -0.05080 -0.798
N -0.63607 -0.10020 -0.53847 -0.393
C 0.58120 0.22022 -0.32414 0.455
N 1.07880 1.52695 -0.30841 -0.500
C 1.28404 -1.03754 0.18619 0.392
N 0.29661 -1.98936 0.52614 -0.545
O 2.45503 -1.22816 0.40499 -0.498
H -2.01632 1.47491 -0.73939 0.293
H -1.41293 1.13566 0.91375 0.296
H -2.56547 0.02063 0.13407 0.269
H 1.92318 1.67574 0.22601 0.238
H 1.17566 1.92440 -1.23955 0.246
H -0.52914 -1.63422 0.98017 0.297
H 0.08183 -2.68593 -0.17057 0.248
```

Output
- Frontier orbital gap: 8.678 eV
- ΔE to the lowest compared entry with this formula, charge and spin: 57.97 kcal per mole
- LUMO energy: 0.00411 hartree
- Structure (SMILES): C/N=C(\N)C(N)=O
- Max |F|: 1.92 eV Å⁻¹
- DFT total energy: -357.9575 Eh
- E_HOMO: -8.6 eV

***

Entry 4:
The following is a quantum chemistry calculation of 2 unconnected molecules or ions with the total composition C3H7N3O in a non-equilibrium geometry, from OMol25.

```
14
Properties=species:S:1:pos:R:3:mulliken_charge:R:1
C 0.59366 -1.80867 -0.24632 0.544
C 0.74466 -3.19946 -0.26018 -0.830
C -1.14022 2.14074 0.89328 -0.522
N 0.09834 -0.81580 0.03355 -0.063
N 0.50051 1.34321 -0.48497 -0.188
N -0.20085 2.27326 -0.14274 0.800
O 0.00631 3.32508 -0.76244 -0.150
H 1.57676 -3.50921 -0.98720 0.370
H -0.19500 -3.62572 -0.71656 0.332
H 1.09222 -3.59670 0.57374 0.360
H -1.91663 1.56846 0.28358 0.375
H -1.57192 3.18076 1.21245 0.328
H -0.85998 1.40374 1.74868 0.311
H 1.27215 1.32032 -1.14486 0.332
```

Output
- Frontier orbital gap (alpha / beta): 10.244 / 6.764 eV
- ΔE to the lowest compared entry with this formula, charge and spin: 28.59 kcal per mole
- Net charge: +2
- LUMO energy (alpha / beta): -0.41799 / -0.53586 hartree
- Max |F|: 5.97 eV Å⁻¹
- Spin multiplicity: 3
- DFT total energy: -356.9463 Eh
- E_HOMO (alpha / beta): -21.6 / -21.3 eV